Entry from the Open Molecules 2025 dataset: an isolated molecule of C3H5NO2S2 (ωB97M-V/def2-TZVPD).

XYZ file:
```
13
Properties=species:S:1:pos:R:3
C 2.4783 -0.0703 -0.0408
C 1.0739 -0.8574 0.2874
C -1.2630 0.0954 -0.0738
H 3.1582 1.8202 0.5151
H 1.1114 -1.9179 -0.2364
H 1.1069 -1.1308 1.4562
H 0.5700 1.1707 -0.3670
H -3.1339 -0.8946 -0.4822
N 0.1226 0.2245 -0.0730
O 2.2442 1.2992 0.3045
O 3.5552 -0.5820 -0.4408
S -1.8170 -1.4972 0.0621
S -2.1705 1.4120 -0.0822
```

E_tot: -1118.8515 Ha
SMILES: O=C(O)CNC(=S)S
Energy above the lowest of the compared OMol25 structures with the same formula, charge and spin: 251.8 kJ/mol

Charge distribution, natural (NBO) scheme, values in e: number 1, C, carries 0.80; number 2, C, carries -0.34; number 3, C, carries -0.15; number 4, H, carries 0.53; number 5, H, carries 0.25; number 6, H, carries 0.23; number 7, H, carries 0.46; number 8, H, carries 0.22; number 9, N, carries -0.64; number 10, O, carries -0.75; number 11, O, carries -0.55; number 12, S, carries 0.05; number 13, S, carries -0.10